[1]
Here is a 2-piece molecular cluster, CH4N2O2S overall from the OMol25 dataset. Energies are from ωB97M-V/def2-TZVPD.

## Properties
E (eV): -19007.2228
E_HOMO (alpha / beta) (eV): -6.60 / -9.03
Largest force on an atom (eV/A): 3.64
LUMO (alpha / beta) (eV): 0.5167 / -3.2926
ΔE to the lowest compared entry with this formula, charge and spin (eV): 0.5093
<S²>: 2.013

Geometry as ORCA input:
```
! wB97M-V def2-TZVPD RIJCOSX def2/J DEFGRID3
* xyz 0 3
N 0.98 -0.99 -0.05
H 0.91 2.10 -0.34
C 0.45 0.21 0.11
H 2.04 -1.11 -0.26
O -3.00 0.94 0.75
N 1.29 1.23 -0.14
H 2.19 1.03 -0.37
H 0.29 -1.66 -0.39
O -2.59 -1.51 0.68
S -2.56 -0.22 0.01
*
```

***

[2]
Here is C7H16N2O as an isolated structure from the OMol25 dataset. Energies are from ωB97M-V/def2-TZVPD.

## Properties
E (eV): -12541.1635
E_HOMO (alpha / beta) (eV): -7.31 / -7.31
Largest force on an atom (eV/A): 4.13
LUMO (alpha / beta) (eV): 0.5481 / 0.5495
ΔE to the lowest compared entry with this formula, charge and spin (eV): 6.1111

Geometry as ORCA input:
```
! wB97M-V def2-TZVPD RIJCOSX def2/J DEFGRID3
* xyz 0 1
H 0.65 1.53 -2.34
C 1.56 -1.45 1.53
H 1.32 -2.30 0.89
H -2.63 0.94 -1.16
N 0.04 -2.06 -1.33
H 2.56 -1.12 1.27
H 0.37 1.24 2.87
C -0.35 1.10 -2.43
H 2.00 1.07 2.13
O -0.76 -0.77 1.70
C 0.93 0.96 1.97
H -2.15 -0.19 0.08
C 0.31 -0.83 -1.06
H 1.33 -0.51 -1.26
C 0.54 -0.36 1.33
H 1.54 -1.82 2.57
H -1.05 1.94 -2.51
C -2.01 0.06 -0.97
H -0.41 0.52 -3.36
H -0.89 -0.66 2.65
N -0.60 0.29 -1.24
H -0.53 2.01 0.68
H -0.94 -2.28 -1.15
C 0.44 1.53 0.70
H 1.16 1.91 -0.01
H -2.42 -0.75 -1.57
*
```

***

[3]
Here is a 13-piece molecular cluster, C34H96N2O15 overall from the OMol25 dataset. Energies are from ωB97M-V/def2-TZVPD.

## Properties
E (eV): -70498.1760
E_HOMO (eV): -8.50
Largest force on an atom (eV/A): 3.96
LUMO (eV): 0.0380
ΔE to the lowest compared entry with this formula, charge and spin (eV): 0.4579

Geometry as ORCA input:
```
! wB97M-V def2-TZVPD RIJCOSX def2/J DEFGRID3
* xyz 0 1
H 7.10 -2.63 2.14
H -2.60 -4.06 -3.43
H -4.55 7.14 -5.19
H -0.37 7.05 -3.01
O -1.29 8.01 3.40
O -2.59 -2.49 3.97
H 2.69 -5.00 -0.31
O 6.83 -0.46 -4.17
H 6.07 -1.84 -2.82
H 2.36 -6.79 5.88
C -4.91 -1.62 -4.36
C 2.07 0.93 6.92
N -3.42 -3.48 -3.29
H 1.80 0.48 5.96
H 4.01 -6.60 5.53
C 2.50 2.35 6.45
H -4.11 4.24 -3.15
H 2.90 2.91 7.30
H 5.75 -3.08 3.10
H -3.68 -1.97 5.65
C 4.54 -1.05 -4.09
H -6.68 5.15 2.41
H 4.61 5.75 2.45
H -5.36 -3.72 -2.53
H -1.50 8.14 5.97
H -2.50 6.73 5.40
C -6.58 4.32 3.11
H 3.27 2.35 5.68
H -1.42 2.46 -6.10
H 6.25 -2.38 -4.51
O 4.99 -6.40 -0.51
C 5.96 -1.55 -3.87
H -5.84 6.72 -3.51
H 5.45 4.40 -0.72
H -1.85 2.10 -7.77
H 0.68 -0.02 1.74
C 3.81 -6.58 -1.22
H 0.29 7.47 4.50
H -6.34 4.83 4.04
H 3.19 0.78 8.50
C -5.42 3.38 2.85
O -7.81 3.65 3.23
C 1.64 -6.07 1.79
H -8.17 -2.29 -3.89
H 0.34 8.46 -1.94
H -7.52 -1.05 -5.08
H 7.01 -7.04 -0.43
H -0.41 1.22 1.56
C -4.23 -5.43 -2.11
H 4.28 -0.20 -3.46
H 3.96 6.32 0.97
C 0.23 1.96 -7.38
C -4.65 5.09 -2.75
H 1.04 -6.18 3.91
H 0.58 -6.05 1.54
H -4.78 -1.04 -3.44
H 0.39 1.92 -8.45
H 3.47 -6.84 1.23
H -1.08 6.45 6.37
C 1.66 6.56 -3.18
H -3.99 5.74 -2.17
H -5.91 5.28 -4.52
H 4.96 -0.64 3.08
H -3.72 -3.24 -5.32
H 7.74 -0.73 -4.00
H -5.36 2.68 3.68
H -5.15 -5.82 -1.67
H 2.46 6.34 -2.46
H 3.36 -8.12 5.17
H -4.76 -3.97 3.50
H -3.98 -4.39 5.08
H -1.62 -1.26 -0.60
H 1.99 -5.05 1.93
H 1.74 -6.30 -1.03
C 1.72 -6.71 3.26
C 6.16 -6.95 -1.11
C 6.42 -2.25 2.90
O -4.19 6.36 -4.77
H -1.67 4.43 -6.96
H 0.29 0.97 -6.93
C 4.90 6.20 1.50
H 6.79 5.01 1.45
H 1.67 5.73 -3.89
C -1.11 2.58 -7.14
C 6.03 5.41 0.78
H 1.82 7.45 -3.79
H -5.57 -3.63 5.00
H 4.39 -0.77 -5.13
H 1.68 2.91 6.00
H 5.98 -8.00 -1.36
C -0.16 0.01 -0.30
H 5.20 7.22 1.73
O -3.59 -6.52 -2.78
H -4.91 -1.01 -5.27
H 6.17 0.74 1.91
H 6.93 -2.00 3.83
C 2.63 -6.08 -0.44
H -3.90 -8.22 -1.69
C 3.11 -7.06 5.13
O 5.47 4.26 0.23
C -3.78 -2.35 4.63
O 2.98 -6.55 3.82
H 5.19 -1.28 1.43
O -0.95 3.97 -7.40
H 3.82 -1.85 -3.95
C -4.59 -3.67 4.54
C -4.60 -4.30 -3.05
C -3.10 -7.54 -1.98
H -0.40 0.76 -1.05
H -3.69 -5.10 -1.22
H -2.36 -8.13 -2.52
C 0.41 6.71 -2.32
H -2.77 -2.11 -4.66
H -5.51 4.73 -2.18
O 0.50 7.68 -1.41
H 1.09 1.00 7.38
H -5.55 2.82 1.92
C -0.74 7.17 4.35
H -0.75 6.18 3.88
C -5.25 5.88 -3.89
O -6.09 -2.35 -4.44
H -4.49 3.94 2.78
N 2.54 -6.73 0.87
H 3.73 -7.66 -1.34
H -2.52 -7.26 -1.11
C -3.70 -2.62 -4.43
H -8.42 4.26 3.63
H 6.44 6.03 -0.02
H -7.17 -1.06 -3.26
H 1.47 -7.77 3.25
C 0.37 0.72 1.00
H 0.09 5.77 -1.87
H 3.96 -6.20 -2.23
H 1.15 1.46 0.82
H -0.79 7.86 2.59
C -7.35 -1.63 -4.17
O -1.30 -0.67 0.08
H 0.61 -0.67 -0.67
H -4.29 -1.55 4.09
O 6.68 0.05 2.32
C -1.51 7.11 5.62
H -2.59 -1.88 3.23
O 3.01 0.32 7.68
H -5.08 -4.68 -3.96
C 5.69 -1.01 2.36
H 1.06 2.53 -6.96
H 6.47 -6.38 -1.98
*
```

***

[4]
Here is C7H6O2 as an isolated structure from the OMol25 dataset. Energies are from ωB97M-V/def2-TZVPD.

## Properties
E (eV): -11446.3462
E_HOMO (eV): -8.52
Largest force on an atom (eV/A): 8.89
LUMO (eV): 0.0773
ΔE to the lowest compared entry with this formula, charge and spin (eV): 3.8983

Geometry as ORCA input:
```
! wB97M-V def2-TZVPD RIJCOSX def2/J DEFGRID3
* xyz 0 1
H -0.46 -2.42 -0.27
C -1.74 0.75 -0.26
C 2.29 0.02 -0.18
H 1.40 1.12 1.51
C -0.76 -1.31 -0.25
C 0.35 -0.23 -0.31
C 1.30 0.15 0.94
H -0.22 2.18 -0.67
H 1.26 -0.90 1.45
H -3.17 -1.05 0.41
O 3.44 -0.04 -0.27
O 1.30 -0.41 -1.12
C -2.02 -0.60 0.02
C -0.47 1.09 -0.52
H -2.48 1.65 -0.46
*
```

***

[5]
Here is one molecule with the formula C2HNOS2 from the OMol25 dataset. Energies are from ωB97M-V/def2-TZVPD.

## Properties
E (eV): -27295.7555
E_HOMO (eV): -8.86
Largest force on an atom (eV/A): 1.12
LUMO (eV): -0.3863
ΔE to the lowest compared entry with this formula, charge and spin (eV): 1.2199
SMILES: O=C1NC12SS2

Geometry as ORCA input:
```
! wB97M-V def2-TZVPD RIJCOSX def2/J DEFGRID3
* xyz 0 1
S -2.62 1.25 1.37
O -1.49 -2.25 -0.39
C -1.25 -1.17 0.03
C -1.49 -0.06 0.95
H 0.48 0.20 -0.18
N -0.47 -0.08 -0.07
S -1.37 0.25 2.69
*
```

***

[6]
Here is a 2-piece molecular cluster, C9H14O2 overall from the OMol25 dataset. Energies are from ωB97M-V/def2-TZVPD.

## Properties
E (eV): -13646.4496
E_HOMO (alpha / beta) (eV): -13.07 / -13.07
Largest force on an atom (eV/A): 1.03
LUMO (alpha / beta) (eV): -4.0019 / -7.5363
ΔE to the lowest compared entry with this formula, charge and spin (eV): 0.3797
<S²>: 0.768

Geometry as ORCA input:
```
! wB97M-V def2-TZVPD RIJCOSX def2/J DEFGRID3
* xyz 1 2
C -0.65 -1.16 -1.04
O 0.02 -2.27 2.83
H 0.57 1.42 1.11
H 2.29 3.02 -0.83
C -1.31 -0.97 1.30
H -0.57 -1.89 3.51
H -2.33 -0.01 -0.22
O 0.12 3.43 1.01
C 1.03 2.36 0.80
H 0.68 2.59 -1.31
H -0.76 3.25 0.66
C 1.51 2.30 -0.64
H 1.86 2.61 1.46
H -1.97 -0.67 2.11
C -1.08 -1.02 -2.44
C 0.76 -2.14 0.64
C 0.49 -1.91 -0.68
H -1.64 -0.11 -2.62
H -1.83 -1.80 -2.68
H 1.24 -2.25 -1.39
H 1.76 1.28 -0.96
H -0.27 -1.15 -3.15
H 1.75 -2.47 0.90
C -1.50 -0.66 0.00
C -0.19 -1.78 1.64
*
```

***

[7]
Here is one molecule with the formula CH3NOS from the OMol25 dataset. Energies are from ωB97M-V/def2-TZVPD.

## Properties
E (eV): -15454.7653
E_HOMO (eV): -9.60
Largest force on an atom (eV/A): 3.63
LUMO (eV): 0.8663
ΔE to the lowest compared entry with this formula, charge and spin (eV): 4.0437
SMILES: SN1CO1

Geometry as ORCA input:
```
! wB97M-V def2-TZVPD RIJCOSX def2/J DEFGRID3
* xyz 0 1
N -0.29 0.16 -0.55
C 0.97 -0.30 0.21
H -2.30 0.57 -0.78
O 0.59 1.03 0.26
H 0.94 -0.81 1.14
S -1.80 -0.14 0.16
H 1.88 -0.51 -0.43
*
```

***

[8]
Here is one molecule with the formula CHF3O2S from the OMol25 dataset. Energies are from ωB97M-V/def2-TZVPD.

## Properties
E (eV): -24128.3981
E_HOMO (alpha / beta) (eV): -6.31 / -13.05
Largest force on an atom (eV/A): 5.81
LUMO (alpha / beta) (eV): 0.8363 / -5.0899
ΔE to the lowest compared entry with this formula, charge and spin (eV): 3.2115
<S²>: 2.009

Geometry as ORCA input:
```
! wB97M-V def2-TZVPD RIJCOSX def2/J DEFGRID3
* xyz 0 3
F -0.22 -1.11 -1.56
O 0.16 0.87 1.60
C -0.18 -0.93 -0.24
S 0.02 0.93 0.23
O -0.97 1.75 -0.35
F -1.14 -1.56 0.36
H 1.35 1.44 -0.13
F 0.99 -1.39 0.11
*
```